[1]
This record from the OMol25 dataset describes a 5-piece molecular cluster, C14H41N7O5 overall in a non-equilibrium geometry. The level of theory is ωB97M-V/def2-TZVPD.

Output
structure (SMILES) = COC[C@H](C)N.COC[C@H](C)N.COC[C@H](C)N.NC(N)=O.NC(N)=O
highest occupied orbital energy = -9.18 eV
electronic energy = -1317.40574 hartree
total charge = 0
LUMO = 0.6278 eV

Geometry as XYZ:
```
67
Properties=species:S:1:pos:R:3:mulliken_charge:R:1
O -2.790 -0.122 4.365 -0.3147
O -0.190 -2.667 -6.533 -0.6429
O -2.086 -0.524 -0.293 -0.6849
O -1.522 4.430 -3.472 -0.3358
O 3.856 -0.667 0.010 -0.2821
N 1.011 6.496 -1.755 -0.7142
N -2.230 -3.630 -6.507 -0.3386
N -0.431 0.312 0.773 -0.4479
N -0.070 -0.356 -1.257 -0.3598
N -1.897 -3.171 4.260 -0.7992
N 2.963 -1.669 2.853 -0.6000
N -1.450 -2.756 -8.379 -0.4133
C -4.151 0.141 3.857 -0.6768
C 4.792 -3.259 2.905 -1.4295
C 1.070 5.933 -4.198 -1.4266
C 4.970 0.324 0.083 -0.7140
C -1.263 -2.945 -7.061 0.6149
C 4.237 -1.986 2.192 0.5168
C -2.928 -2.530 5.135 0.8204
C 0.202 6.040 -2.903 0.4105
C -2.334 3.388 -3.104 -0.6905
C 4.037 -1.994 0.637 -0.5943
C -0.923 -0.266 -0.279 0.6955
C -0.487 4.727 -2.593 -0.6054
C -3.058 -3.469 6.342 -1.5031
C -2.518 -1.042 5.445 -0.6916
H -3.326 -4.500 6.109 0.3472
H 0.455 -0.135 0.957 0.1633
H -2.083 -4.204 -5.689 0.2350
H -0.525 6.792 -3.209 0.2086
H -2.184 -3.520 6.991 0.3161
H -4.508 -0.840 3.544 0.2710
H 3.955 -3.925 3.110 0.3246
H -1.821 2.456 -3.342 0.2867
H 2.248 -2.368 2.706 0.2431
H 5.118 0.700 1.096 0.2920
H -4.271 0.685 2.921 0.2791
H 1.798 7.031 -2.092 0.2741
H -2.487 3.370 -2.025 0.2967
H 4.635 1.253 -0.376 0.2539
H -1.442 -0.945 5.589 0.3273
H 5.222 -2.843 3.816 0.3681
H -1.052 0.535 1.538 0.2376
H -2.988 -0.710 6.371 0.3477
H -4.728 0.576 4.674 0.2823
H 0.478 5.575 -5.040 0.3492
H 3.098 -2.523 0.471 0.2596
H 4.768 -2.566 0.065 0.2982
H 1.819 5.169 -3.991 0.3403
H -0.882 -2.168 -8.972 0.2255
H -3.307 3.341 -3.594 0.2592
H -3.867 -3.066 6.951 0.3930
H -3.894 -2.504 4.630 0.0921
H -0.418 -0.860 -2.060 0.2140
H 1.503 6.840 -4.620 0.3683
H -0.903 4.744 -1.585 0.4285
H 3.030 -1.547 3.853 0.2498
H 0.250 3.932 -2.705 0.2923
H -1.713 -2.444 3.584 0.2534
H 5.855 -0.124 -0.370 0.2950
H 0.911 -0.167 -1.107 0.1743
H -2.373 -3.818 3.647 0.2562
H -2.982 -3.777 -7.165 0.1591
H 1.566 5.749 -1.365 0.2532
H -2.411 -2.815 -8.684 0.1604
H 5.611 -3.859 2.507 0.3490
H 5.036 -1.259 2.338 0.1818
```

[2]
This record from the OMol25 dataset describes a 2-piece molecular cluster, C2H9N4S overall in a non-equilibrium geometry. The level of theory is ωB97M-V/def2-TZVPD.

Output
highest occupied orbital energy = -12.91 eV
electronic energy = -698.56249 hartree
total charge = +1
LUMO = -4.0285 eV

Geometry as XYZ:
```
16
Properties=species:S:1:pos:R:3:mulliken_charge:R:1
S 1.506 0.086 -2.583 -0.3647
N 1.516 1.547 0.719 -0.2995
N -0.481 0.485 0.540 -0.1501
N -2.612 -0.570 0.349 -0.4831
N -0.555 -1.733 0.774 -0.5765
C -1.230 -0.699 0.547 0.4274
C 0.793 0.451 0.794 -0.0235
H -3.053 0.122 0.911 0.2425
H 2.442 -0.882 -2.613 0.1723
H 1.114 2.434 0.449 0.2496
H 2.374 1.671 1.261 0.2710
H 0.944 -0.566 1.093 0.5345
H -0.956 -2.642 0.822 0.2304
H -1.006 1.219 0.103 0.2771
H 2.337 0.544 -3.598 0.2059
H -3.133 -1.468 0.433 0.2868
```

Which of these has the highest LUMO? C14H41N7O5